# 1
This record from the OMol25 dataset describes a structure of composition C32H38HfN6O4SSi at a distorted geometry. The level of theory is ωB97M-V/def2-TZVPD.

```
83
Properties=species:S:1:pos:R:3:mulliken_charge:R:1
Hf -0.5620 0.5209 -0.4148 1.04
O 2.5489 4.0844 4.9623 -0.71
C 1.7734 4.5514 4.1099 0.52
O 1.3215 5.6805 3.8632 -0.70
C 1.2566 3.5595 3.0943 -0.29
C 1.7527 2.2420 2.9457 -0.88
C 1.1132 1.3555 2.1464 1.20
N 0.1793 1.7036 1.2236 0.37
C -0.3779 2.9549 1.4356 1.01
C 0.2207 3.9382 2.2324 -1.35
C -1.6432 3.2334 0.7749 0.48
C -2.5085 4.2508 1.2363 -1.18
C -3.7312 4.4167 0.5239 -0.59
C -4.0097 3.6141 -0.5694 -1.14
C -3.1343 2.6354 -0.9588 -0.23
N -1.9522 2.4518 -0.2792 -0.02
C 1.2824 -0.0756 2.3442 0.18
C 2.1062 -0.6686 3.3485 -1.29
C 2.1575 -2.0534 3.4713 -0.69
C 1.4521 -2.8409 2.5700 -1.38
C 0.6400 -2.1744 1.6618 -0.33
N 0.5953 -0.8438 1.4685 1.42
H 2.6143 1.8270 3.5517 0.47
H -0.1223 4.9690 2.1837 0.86
H -2.3260 4.7687 2.1725 0.56
H -4.4418 5.0853 0.9189 0.49
H -4.8455 3.8380 -1.2124 0.43
H -3.3249 1.9268 -1.7583 0.56
H 2.6597 -0.0384 4.0623 0.40
H 2.6978 -2.5122 4.2790 0.52
H 1.5096 -3.9139 2.5834 0.60
H -0.0396 -2.8157 1.0840 0.31
C 3.9580 -2.8286 -0.0913 -0.72
Si 3.6388 -2.9010 -1.9175 0.50
C 4.2918 -4.6740 -2.3914 -1.18
C 4.6813 -1.6099 -2.8519 -1.03
C 1.8054 -2.6811 -2.2074 0.61
C 0.9968 -3.6949 -2.7579 -0.28
C -0.4142 -3.5388 -2.6739 -1.09
C -0.9617 -2.4448 -2.0389 -0.46
N -0.1681 -1.5298 -1.4330 0.24
C 1.1459 -1.5319 -1.6742 -0.05
S 1.9206 -0.0525 -1.2034 -0.52
H 5.0580 -2.9339 0.0413 0.42
H 3.4463 -3.6940 0.4508 0.15
H 3.6874 -1.8581 0.3197 0.14
H 5.3548 -4.5600 -2.6821 0.30
H 3.8673 -5.1710 -3.2932 0.36
H 4.2197 -5.3844 -1.5072 0.27
H 5.6696 -1.5627 -2.3827 0.33
H 4.2273 -0.6012 -2.8784 0.29
H 4.8847 -1.9401 -3.8959 0.31
H 1.4608 -4.5044 -3.2819 0.45
H -1.1148 -4.3133 -2.9996 0.36
H -2.0383 -2.3086 -1.9574 0.44
C -3.1645 -2.2876 3.7698 -1.44
C -2.6513 -1.1602 2.9087 0.73
N -1.9269 -0.1684 3.4240 0.08
O -1.8285 -0.4586 4.8172 -0.49
C -2.8723 -1.1555 1.4601 0.47
C -4.0016 -1.9655 0.8858 -1.89
N -2.1718 -0.2624 0.7927 0.53
O -2.4429 -0.1823 -0.6608 -0.85
H -2.3060 -2.7379 4.3124 0.35
H -3.5826 -3.0858 3.1796 0.45
H -3.9770 -1.9185 4.4866 0.29
H -1.2133 0.2274 5.1123 0.38
H -4.9333 -1.8415 1.4279 0.43
H -3.7375 -3.0107 0.9260 0.42
H -4.1118 -1.7134 -0.1864 0.34
C 0.0274 3.6468 -3.9867 -1.69
C -0.9802 2.5889 -3.5118 1.67
C -1.7758 1.9739 -4.6414 -1.94
C -0.3226 1.5298 -2.6912 -1.12
H -0.4366 4.5360 -4.4260 0.42
H 0.7758 3.2816 -4.7108 0.38
H 0.6184 4.0026 -3.1149 0.34
H -1.6535 3.1406 -2.8175 -0.25
H -1.1758 1.3690 -5.2998 0.38
H -2.2260 2.7749 -5.2214 0.50
H -2.6024 1.3890 -4.2696 0.35
H 0.7632 1.6559 -2.6852 0.48
H -0.5700 0.4796 -3.0276 0.23
```

Its HOMO energy is -7.494 eV. Its HOMO-LUMO gap is 6.17 eV. The value obtained for the energy above the lowest of the compared OMol25 structures with the same formula, charge and spin is 1.541 eV. As for the lowest unoccupied orbital energy: -1.3 eV. Its total energy is -2607.40281 Ha.

---

# 2
This record from the OMol25 dataset describes a structure of composition C32H39BaN5O8 at a distorted geometry. The level of theory is ωB97M-V/def2-TZVPD.

```
85
Properties=species:S:1:pos:R:3:mulliken_charge:R:1
Ba 8.5709 4.1699 15.4900 0.92
C 2.5631 1.9463 20.6482 -0.70
C 3.2388 2.5517 19.4985 0.56
C 2.3863 2.9861 18.2738 0.48
O 2.9706 3.3939 17.2552 -0.71
C 0.8984 2.7980 18.3673 -0.65
C 0.3567 2.2006 19.4623 0.44
C 1.2133 1.7575 20.6245 0.48
O 0.6973 1.0081 21.5805 -0.73
O -0.9295 2.0166 19.4531 -0.74
O 4.4423 2.6677 19.4712 -0.68
H 3.2062 1.5580 21.4240 0.41
H 0.3255 2.9879 17.4717 0.39
C 16.4876 2.4202 12.3450 -0.75
C 15.2283 3.1430 12.8052 0.52
C 15.3631 4.7703 12.8917 0.56
O 14.3269 5.4202 13.2319 -0.72
C 16.6799 5.3490 12.5746 -0.63
C 17.6662 4.5966 12.0720 0.49
C 17.5729 3.0970 11.9715 0.44
O 18.5195 2.4285 11.3667 -0.74
O 18.6779 5.2470 11.6083 -0.73
O 14.1383 2.6500 13.1561 -0.68
H 16.4018 1.3619 12.1475 0.40
H 16.7351 6.4271 12.5440 0.40
C 2.7267 12.2062 13.7903 -1.07
C 1.8795 10.9992 13.2161 -0.48
C 2.6448 10.2938 12.1047 -0.47
C 3.9495 9.7171 12.5033 0.22
N 4.9559 9.2835 12.8125 -0.38
H 2.0441 12.8578 14.3358 0.33
H 3.2609 12.8265 13.0705 0.32
H 3.4219 11.8210 14.5363 0.33
H 0.8903 11.2861 12.8592 0.33
H 1.7151 10.3107 14.0449 0.29
H 2.6871 11.0001 11.2755 0.29
H 2.1375 9.4344 11.6663 0.29
C 2.1299 1.1768 7.4710 -1.07
C 1.3594 1.5552 8.8391 -0.52
C 2.1121 0.9842 10.0571 -0.40
C 3.5264 1.4346 10.1094 0.25
N 4.6727 1.7455 10.1599 -0.43
H 2.4091 0.1381 7.2942 0.33
H 3.0753 1.7173 7.4234 0.35
H 1.4972 1.6091 6.6958 0.31
H 0.3397 1.1718 8.8035 0.33
H 1.2956 2.6379 8.9483 0.29
H 2.0391 -0.0931 9.9078 0.26
H 1.6778 1.2174 11.0293 0.31
C 2.6570 -3.5195 16.2618 -1.04
C 3.6288 -3.9687 17.3576 -0.54
C 5.0913 -4.2754 16.8926 -0.40
C 5.7463 -3.0695 16.4506 0.26
N 6.3087 -2.1184 16.1070 -0.40
H 2.7808 -2.4606 16.0349 0.31
H 1.6204 -3.6620 16.5670 0.33
H 2.8677 -4.1547 15.4015 0.28
H 3.2647 -4.8776 17.8366 0.32
H 3.6252 -3.2450 18.1727 0.36
H 5.0110 -5.0077 16.0893 0.26
H 5.6066 -4.7104 17.7490 0.26
C 18.3514 3.6607 18.8510 -1.10
C 17.9104 5.0677 19.3681 -0.46
C 16.8184 5.0519 20.4164 -0.38
C 15.4696 4.7731 19.8690 0.22
N 14.4169 4.5241 19.4324 -0.40
H 17.5311 3.1786 18.3193 0.33
H 18.8235 2.9402 19.5189 0.32
H 19.0436 3.8212 18.0244 0.33
H 17.5260 5.6935 18.5627 0.30
H 18.8142 5.5965 19.6708 0.33
H 16.7870 6.0225 20.9113 0.26
H 16.9620 4.3123 21.2040 0.26
C 13.6017 12.5160 17.5250 -1.15
C 13.4823 12.1234 18.9740 -0.39
C 12.0685 12.0216 19.4932 -0.32
C 11.2896 10.9758 18.7984 0.18
N 10.6248 10.1503 18.2729 -0.42
H 12.9688 13.3788 17.3174 0.30
H 13.2848 11.6837 16.8965 0.35
H 14.6011 12.8555 17.2527 0.32
H 13.9818 12.8830 19.5754 0.29
H 13.9820 11.1663 19.1239 0.29
H 11.4917 12.9243 19.2918 0.26
H 12.1345 11.8006 20.5585 0.28
```

Its HOMO energy is -1.340 eV. Its HOMO-LUMO gap is 1.25 eV. The value obtained for the energy above the lowest of the compared OMol25 structures with the same formula, charge and spin is 12.300 eV. As for the lowest unoccupied orbital energy: -0.1 eV. Its total energy is -2143.58823 Ha. The net charge is -2.

---

# 3
This record from the OMol25 dataset describes an isolated molecule of C32H39BrN2O7S2 at a distorted geometry. The level of theory is ωB97M-V/def2-TZVPD.

```
83
Properties=species:S:1:pos:R:3:mulliken_charge:R:1
H -1.5094 1.2328 5.0377 0.27
N -1.0184 0.3535 5.2514 -0.71
C -1.4177 -0.5279 4.4162 -0.12
C -2.4553 -0.2924 3.2745 -0.39
C -1.8390 -0.6134 1.8557 0.50
C -0.4003 -0.7800 1.7251 -0.46
C 0.1519 -1.0361 0.3799 -1.71
C -0.7529 -1.1193 -0.7846 1.04
C -2.2096 -0.9592 -0.6609 0.01
C -3.0557 -1.0615 -1.9584 -1.50
S -3.2779 -2.8579 -2.4064 -0.10
C -3.9617 -3.6761 -0.8774 0.00
C -5.5458 -3.7465 -1.0925 -0.98
C -2.7408 -0.7026 0.6836 1.06
C -4.2761 -0.4863 0.8522 -1.08
O -4.4352 0.9007 1.2858 -0.31
C -5.7666 1.1719 1.6279 0.66
C -6.2273 0.7299 3.0695 -0.75
O -6.4964 1.7037 0.8401 -0.53
S 0.0862 -1.3992 -2.3920 -0.35
C 1.5875 -0.3728 -2.1634 0.89
C 2.1573 0.4129 -3.2438 -0.05
Br 1.2269 0.3475 -4.9669 -0.16
C 3.3702 1.2387 -3.0169 0.40
C 3.9005 2.0574 -4.2340 -1.57
C 2.9415 3.2933 -4.4558 -0.50
C 3.3745 4.6585 -3.7811 0.44
C 4.6506 4.6077 -2.8609 -0.89
C 2.1809 5.2137 -2.8665 -1.39
C 3.9456 1.2070 -1.6831 -0.62
C 3.3623 0.4302 -0.5658 -0.24
C 3.9974 0.4685 0.8714 -0.53
C 4.1873 1.9650 1.3406 -0.59
C 2.9241 2.5720 2.0112 0.60
O 2.1245 1.9831 2.6937 -0.53
O 2.7302 3.9495 1.8356 -0.50
C 2.1650 -0.3967 -0.7934 -1.26
N 1.5940 -1.2002 0.2657 0.88
C 1.9521 -2.6439 0.0585 -0.17
C 0.9434 -3.6472 0.7001 0.36
O 0.4015 -4.4450 -0.0153 -0.54
O 0.6336 -3.7015 2.0760 -0.11
C 0.6980 -4.9996 2.5925 0.66
C -0.2965 -5.4090 3.7342 -0.97
O 1.4913 -5.8267 2.2404 -0.49
H -0.9445 -1.5403 4.4988 0.43
H -3.4316 -0.8361 3.4349 0.11
H -2.6834 0.8129 3.2544 0.24
H 0.3391 -0.7081 2.5540 0.36
H -4.0171 -0.4948 -1.9358 0.54
H -2.4325 -0.6364 -2.7973 0.55
H -3.6754 -3.1104 0.0447 -0.17
H -3.5730 -4.7192 -0.7685 0.45
H -6.0136 -4.4417 -0.3442 0.33
H -5.6793 -4.1140 -2.1493 0.32
H -5.9570 -2.7074 -1.0471 0.22
H -4.8276 -0.5470 -0.1301 0.10
H -4.7642 -1.2187 1.5475 0.55
H -7.3368 0.7172 3.1622 0.31
H -5.7211 1.3612 3.8538 0.26
H -5.8153 -0.3138 3.2053 0.20
H 4.9905 2.2948 -4.1991 0.45
H 3.7627 1.3864 -5.1332 0.36
H 1.9389 3.0152 -4.0170 0.42
H 2.7265 3.5143 -5.5413 0.32
H 3.5229 5.4450 -4.5719 0.34
H 5.5655 4.7760 -3.5024 0.26
H 4.7567 3.6872 -2.2420 0.04
H 4.6130 5.5072 -2.1782 0.44
H 1.2169 5.3092 -3.4215 0.35
H 2.1185 4.5315 -1.9721 0.23
H 2.5564 6.1997 -2.4633 0.42
H 4.8698 1.7863 -1.4599 0.84
H 4.9152 -0.1596 0.9682 0.49
H 3.2063 0.0368 1.5522 0.08
H 4.4724 2.6619 0.5010 0.15
H 5.0665 1.9973 2.0470 0.41
H 1.7768 4.1342 1.7703 0.35
H 2.9792 -2.8849 0.4605 0.35
H 2.0068 -2.8149 -1.0486 0.36
H -0.4021 -6.5188 3.8197 0.33
H -1.3110 -4.9510 3.6131 0.24
H 0.0894 -5.0539 4.7346 0.26
```

Its HOMO energy is -8.364 eV. As for the SMILES: [H]/N=C\Cc1cc2c(c(CSCC)c1COC(C)=O)Sc1c(Br)c(CCC(C)C)cc(CCC(=O)O)c1N2CC(=O)OC(C)=O. Its HOMO-LUMO gap is 8.62 eV. The value obtained for the energy above the lowest of the compared OMol25 structures with the same formula, charge and spin is 3.597 eV. As for the lowest unoccupied orbital energy: 0.3 eV. Its total energy is -5249.22594 Ha.

---

# 4
This record from the OMol25 dataset describes a structure of composition C32H39N5STb at a distorted geometry. The level of theory is ωB97M-V/def2-TZVPD.

```
78
Properties=species:S:1:pos:R:3:mulliken_charge:R:1
Tb 0.0794 0.5771 0.5431 -0.03
N -0.0077 1.8585 4.8855 -0.45
N 0.7113 2.8414 -0.7188 -0.45
C -1.5514 -1.4503 -0.2670 0.54
C -2.2951 -0.5725 0.5898 0.51
C -1.9535 -0.8997 1.9365 0.33
C -2.5273 -0.3686 3.1695 -1.70
H -3.3500 0.3199 2.9660 0.43
H -1.7346 0.3208 3.7230 0.49
H -2.8009 -1.1399 3.8949 0.38
C -0.9611 -1.9099 1.9110 0.78
C -0.3572 -2.5116 3.1255 -1.61
H -0.9775 -3.3049 3.5773 0.26
H -0.1979 -1.7501 3.9030 0.25
H 0.6223 -2.9513 2.9080 0.37
C -0.7449 -2.2845 0.5636 0.69
C 0.0520 -3.4587 0.1325 -1.31
H 1.0198 -3.4768 0.6468 0.09
H 0.2546 -3.4291 -0.9447 0.28
H -0.4445 -4.4238 0.3460 0.24
C -3.2823 0.4585 0.1713 -0.97
H -4.3065 0.0461 0.1517 0.32
H -3.0736 0.8479 -0.8379 -0.18
H -3.2784 1.3209 0.8540 0.37
C -1.6895 -1.5620 -1.7449 -1.05
H -0.7522 -1.9025 -2.2101 0.21
H -1.9405 -0.5938 -2.2006 -0.05
H -2.4818 -2.2727 -2.0455 0.30
C 1.1171 1.6707 5.5217 -0.42
H 1.1438 1.1194 6.4159 0.39
C 2.3224 2.2464 5.1363 -0.42
H 3.2095 2.3515 5.7795 0.37
C 2.2971 2.7978 3.8489 -0.54
H 3.1916 3.2976 3.4269 0.32
C 1.1628 2.6526 2.9753 -0.01
H 1.2205 2.8894 1.8723 0.29
C 0.0155 1.9441 3.5661 0.78
C -1.4526 1.8272 3.2680 -1.40
H -1.2898 2.3152 2.2526 0.29
C 0.2823 1.8565 -1.5244 -0.51
C -0.3060 3.8685 -0.8609 -0.96
H -0.7363 4.5917 -0.1154 0.31
C -0.6802 3.7594 -2.1810 0.02
H -0.9906 4.5953 -2.8972 0.36
N -0.2720 2.4637 -2.6070 0.45
C -0.4273 1.6586 -3.7597 0.17
C -1.6781 1.7834 -4.3600 1.11
C -1.8769 0.9484 -5.4393 -1.09
H -2.7757 1.1384 -6.0047 0.34
C -0.9470 -0.0359 -5.7388 1.06
C -1.1442 -0.8491 -6.9574 -1.59
H -0.7351 -1.8463 -6.8006 0.39
H -0.6284 -0.3901 -7.8074 0.28
H -2.2055 -0.9168 -7.1981 0.36
C 0.1768 -0.2740 -4.9421 -0.88
H 0.8596 -1.0749 -5.1923 0.40
C 0.4608 0.5364 -3.8632 0.69
C 1.6304 0.2405 -2.9590 -1.24
H 2.0547 1.1074 -2.4256 0.40
H 2.4549 -0.1721 -3.5705 0.57
H 1.4449 -0.5570 -2.2072 0.01
C -2.7077 2.7188 -3.8337 -1.35
H -2.3664 3.7566 -3.7717 0.29
H -3.1201 2.4324 -2.8521 0.11
H -3.5107 2.6793 -4.5682 0.42
C 3.0122 -0.9279 3.8163 -0.72
N 3.2541 -1.8865 2.7522 0.33
C 3.6889 -3.1918 2.8892 -0.15
C 3.7304 -3.7448 1.6736 -0.62
N 3.3028 -2.7826 0.7703 0.14
C 3.0195 -1.6128 1.4378 -0.21
S 2.6780 -0.0704 0.7557 -0.29
H 3.5223 0.0160 3.5990 0.36
H 1.9359 -0.7193 3.9149 0.11
H 3.3839 -1.3558 4.7548 0.26
H 3.9480 -3.5860 3.8737 0.40
H 4.0420 -4.7362 1.3446 0.40
H 3.2569 -2.8615 -0.2377 0.23
```

Its HOMO energy (spin up / spin down) is -2.247 / -2.951 eV. Its HOMO-LUMO gap (spin up / spin down) is 4.42 / 5.11 eV. The value obtained for the energy above the lowest of the compared OMol25 structures with the same formula, charge and spin is 6.089 eV. The multiplicity is 7. As for the lowest unoccupied orbital energy (spin up / spin down): 2.2 / 2.2 eV. Its total energy is -2738.79212 Ha. The net charge is -1.

---

# 5
This record from the OMol25 dataset describes a structure of composition C32H39NO2PdS2Si. The level of theory is ωB97M-V/def2-TZVPD.

```
78
Properties=species:S:1:pos:R:3:mulliken_charge:R:1
Pd -0.8155 -0.0508 -1.2061 0.04
C 2.7937 2.8623 -4.8725 -0.98
Si 3.8637 2.3921 -3.4085 0.10
C 5.0442 3.8576 -3.1851 -1.15
C 4.9073 0.8996 -3.8763 -0.99
C 3.0283 2.0786 -1.7741 0.21
C 3.6539 2.4822 -0.6021 0.00
C 3.0884 2.2288 0.6429 -1.28
C 1.8683 1.5706 0.6594 -0.35
N 1.2482 1.1548 -0.4330 0.00
C 1.8053 1.3593 -1.6477 0.51
S 0.9728 0.6371 -2.9641 -0.44
H 3.4297 3.1660 -5.7108 0.29
H 2.1333 3.6962 -4.6219 0.33
H 2.1650 2.0258 -5.1697 0.28
H 5.5505 4.0672 -4.1321 0.29
H 5.8144 3.6808 -2.4312 0.31
H 4.4888 4.7529 -2.8937 0.33
H 5.4561 1.0569 -4.8095 0.31
H 4.2573 0.0299 -3.9969 0.26
H 5.6261 0.6732 -3.0850 0.33
H 4.5998 3.0140 -0.6503 0.17
H 3.5707 2.5357 1.5618 0.38
H 1.3637 1.3551 1.5961 0.46
O -2.5263 2.7431 0.0780 -0.73
S -2.5869 1.4333 0.7902 0.53
C -4.2868 1.3380 1.4144 -0.08
C -4.6161 0.4484 2.4265 0.17
C -5.9221 0.3971 2.8941 -0.73
C -6.8888 1.2391 2.3596 -0.35
C -6.5461 2.1387 1.3568 -0.55
C -5.2418 2.1921 0.8867 -0.43
C -2.7147 0.1359 -0.4584 0.46
C -2.7466 0.5024 -1.8481 -0.56
C -3.3463 -0.4166 -2.7621 -0.60
C -3.8237 -1.6296 -2.3507 -0.46
C -3.7225 -2.0109 -0.9893 -0.73
C -3.1822 -1.1582 -0.0680 0.04
H -3.8530 -0.1967 2.8465 0.31
H -6.1844 -0.3009 3.6802 0.39
H -7.9072 1.1976 2.7278 0.35
H -7.2981 2.7996 0.9416 0.35
H -4.9319 2.8880 0.1157 0.43
H -2.6517 1.5467 -2.1224 0.57
H -3.4162 -0.1338 -3.8073 0.38
H -4.2523 -2.3185 -3.0701 0.33
H -4.0394 -2.9994 -0.6784 0.38
H -3.0890 -1.4689 0.9647 -0.08
C 1.9150 -2.8379 -1.4876 -1.36
C 0.8341 -3.8763 -1.1740 0.62
C -0.4743 -3.5487 -1.8977 -1.06
C 0.6422 -4.0765 0.3164 0.16
C 0.8142 -5.3401 0.8541 -0.70
C 0.6847 -5.6068 2.2166 -1.14
C 0.3881 -4.5365 3.0554 -0.71
C 0.2036 -3.2506 2.5752 0.34
C -0.0632 -2.1261 3.5539 0.41
C -1.4028 -1.4274 3.3046 -1.05
C 1.0734 -1.0992 3.5415 -1.41
C 0.2974 -2.9616 1.1634 0.23
O 0.0991 -1.7855 0.7135 0.34
H 2.0517 -2.7327 -2.5678 0.42
H 2.8691 -3.1342 -1.0410 0.37
H 1.6320 -1.8649 -1.0880 -0.05
H 1.1818 -4.8422 -1.5680 0.43
H -0.8813 -2.5886 -1.5769 -0.19
H -1.2243 -4.3192 -1.6952 0.33
H -0.3136 -3.4964 -2.9796 0.42
H 1.0678 -6.1552 0.1780 0.28
H 0.8235 -6.6078 2.6090 0.30
H 0.3015 -4.7069 4.1278 0.28
H -0.1015 -2.5778 4.5547 0.56
H -1.3723 -0.9566 2.3220 -0.27
H -1.5932 -0.6618 4.0660 0.45
H -2.2237 -2.1511 3.3246 0.44
H 1.1668 -0.6964 2.5329 -0.08
H 2.0206 -1.5692 3.8171 0.43
H 0.8747 -0.2791 4.2406 0.43
```

Its HOMO energy is -0.956 eV. Its HOMO-LUMO gap is 5.34 eV. The value obtained for the energy above the lowest of the compared OMol25 structures with the same formula, charge and spin is 0.541 eV. As for the lowest unoccupied orbital energy: 4.4 eV. Its total energy is -2661.82161 Ha. The net charge is -2.